[1]
{
  "formula": "CH4N2OS",
  "method": "the ωB97M-V functional and the def2-TZVPD basis",
  "species": ["C", "N", "N", "O", "S", "H", "H", "H", "H"],
  "coordinates": [[-0.01, 0.95, -1.19], [-1.02, 0.96, -0.55], [1.19, -0.66, 0.12], [0.90, 1.03, -1.93], [0.21, -1.34, 1.05], [-0.51, -0.52, 1.93], [-1.90, 1.24, -0.15], [2.07, -0.41, 0.60], [-0.93, -1.26, 0.12]],
  "de_lowest_kcal_mol": 74.1,
  "total_energy_ha": -623.19239,
  "charge": 0,
  "s2": 2.0099,
  "multiplicity": 3,
  "fmax_ev_per_a": 6.16,
  "homo_energy_ev": [-4.9, -10.4]
}

[2]
{
  "formula": "CH4N2P",
  "method": "the ωB97M-V functional and the def2-TZVPD basis",
  "species": ["C", "N", "N", "P", "H", "H", "H", "H"],
  "coordinates": [[-0.14, -0.53, -0.36], [1.15, -0.17, 0.08], [-0.99, 0.42, -0.18], [2.66, 0.12, -0.15], [-0.51, -1.44, -0.74], [-1.96, 0.42, -0.49], [-0.90, 1.25, 0.35], [3.01, 0.43, 1.25]],
  "de_lowest_kcal_mol": 0.0,
  "total_energy_ha": -490.97618,
  "charge": 1,
  "s2": 2.0145,
  "multiplicity": 3,
  "fmax_ev_per_a": 5.12,
  "homo_energy_ev": [-12.3, -16.4]
}

[3]
{
  "formula": "CH4N2P2",
  "method": "the ωB97M-V functional and the def2-TZVPD basis",
  "species": ["C", "N", "N", "P", "P", "H", "H", "H", "H"],
  "coordinates": [[-0.14, 0.02, -0.34], [1.31, -0.04, -0.25], [-1.07, -0.01, 0.75], [0.65, -1.22, -1.39], [-1.44, 1.28, -0.39], [1.46, 0.76, -0.85], [-1.61, -0.78, 1.06], [0.63, -2.16, -0.22], [-0.56, 2.25, 0.22]],
  "de_lowest_kcal_mol": 47.7,
  "total_energy_ha": -832.60887,
  "charge": 0,
  "smiles": "N1PC12NP2",
  "fmax_ev_per_a": 2.67,
  "homo_energy_ev": -9.0
}

[4]
{
  "formula": "CH4N2S",
  "method": "the ωB97M-V functional and the def2-TZVPD basis",
  "species": ["C", "H", "H", "H", "H", "N", "N", "S"],
  "coordinates": [[0.31, 0.97, -0.27], [-0.54, -2.22, 0.70], [-0.10, -0.42, -1.48], [0.79, 1.52, -1.06], [0.45, 0.41, 1.52], [-0.25, -0.33, -0.56], [0.67, 1.33, 0.96], [-1.34, -1.25, 0.19]],
  "de_lowest_kcal_mol": 49.5,
  "total_energy_ha": -548.13290,
  "charge": 0,
  "smiles": "[H]/N=C\\NS",
  "fmax_ev_per_a": 5.92,
  "homo_energy_ev": -9.5
}

[5]
{
  "formula": "CH4N2S",
  "method": "the ωB97M-V functional and the def2-TZVPD basis",
  "species": ["C", "N", "N", "S", "H", "H", "H", "H"],
  "coordinates": [[1.21, 0.43, 0.39], [-1.68, 0.37, -0.25], [0.27, -0.45, 0.25], [2.72, -0.09, -0.05], [0.90, 1.21, 0.96], [-2.15, -0.30, 0.36], [-1.74, -0.06, -1.18], [0.47, -1.11, -0.48]],
  "de_lowest_kcal_mol": 99.9,
  "total_energy_ha": -548.05273,
  "charge": 0,
  "fmax_ev_per_a": 3.44,
  "homo_energy_ev": [-9.3, -9.0]
}

[6]
{
  "formula": "CH4N2S",
  "method": "the ωB97M-V functional and the def2-TZVPD basis",
  "species": ["C", "N", "N", "S", "H", "H", "H", "H"],
  "coordinates": [[1.76, 0.44, 0.05], [0.55, 0.00, 0.05], [-1.96, -0.47, 0.03], [-0.88, 0.81, 0.13], [2.63, -0.12, -0.01], [2.07, 1.44, 0.08], [-1.68, -1.33, 0.47], [-2.49, -0.78, -0.79]],
  "de_lowest_kcal_mol": 47.9,
  "total_energy_ha": -548.13549,
  "charge": 0,
  "smiles": "C=NSN",
  "fmax_ev_per_a": 2.69,
  "homo_energy_ev": -8.3
}

[7]
{
  "formula": "CH4N2S",
  "method": "the ωB97M-V functional and the def2-TZVPD basis",
  "species": ["C", "N", "N", "S", "H", "H", "H", "H"],
  "coordinates": [[-0.05, 0.05, -0.86], [0.85, -0.53, 0.03], [-0.43, 0.07, 0.46], [-0.13, 1.50, 1.33], [0.21, 0.76, -1.52], [-0.93, -1.31, -1.95], [0.78, -1.54, -0.05], [-0.30, 0.99, 2.56]],
  "de_lowest_kcal_mol": 152.7,
  "total_energy_ha": -547.96846,
  "charge": 0,
  "fmax_ev_per_a": 5.16,
  "homo_energy_ev": -9.1
}

[8]
{
  "formula": "CH4N2S",
  "method": "the ωB97M-V functional and the def2-TZVPD basis",
  "species": ["C", "N", "N", "S", "H", "H", "H", "H"],
  "coordinates": [[0.28, 0.74, 0.86], [-0.54, -0.36, -1.52], [-0.17, -0.35, 0.40], [0.43, 0.81, 2.53], [0.42, 1.45, 0.11], [-0.41, -1.29, -1.75], [0.34, 0.22, -1.62], [-0.36, -1.23, 0.99]],
  "de_lowest_kcal_mol": 22.7,
  "total_energy_ha": -547.99650,
  "charge": 0,
  "s2": 2.0110,
  "multiplicity": 3,
  "fmax_ev_per_a": 4.80,
  "homo_energy_ev": [-6.8, -8.9]
}

[9]
{
  "formula": "CH4N2S3",
  "method": "the ωB97M-V functional and the def2-TZVPD basis",
  "species": ["C", "H", "H", "H", "H", "N", "N", "S", "S", "S"],
  "coordinates": [[-0.57, -0.74, -0.59], [1.61, 1.67, 0.42], [0.25, 0.10, -2.03], [-1.13, -1.40, 1.35], [0.38, 1.12, 1.78], [0.18, 0.42, -1.07], [-0.60, -0.73, 0.84], [1.93, 0.59, -0.37], [-1.09, -1.89, -1.73], [-0.95, 0.87, 1.39]],
  "de_lowest_kcal_mol": 29.3,
  "total_energy_ha": -1344.50370,
  "charge": 0,
  "smiles": "S=C(NS)NS",
  "fmax_ev_per_a": 3.29,
  "homo_energy_ev": -8.9
}

[10]
{
  "formula": "CH4N2S3",
  "method": "the ωB97M-V functional and the def2-TZVPD basis",
  "species": ["C", "H", "H", "H", "H", "N", "N", "S", "S", "S"],
  "coordinates": [[0.73, -0.05, 0.08], [-1.02, 2.20, 1.33], [0.90, 1.80, -0.83], [0.56, -2.01, 0.89], [-0.75, -2.38, -1.02], [0.25, 1.15, -0.41], [0.00, -1.10, 0.66], [-1.30, 1.79, 0.06], [2.39, -0.09, -0.04], [-1.45, -1.67, -0.17]],
  "de_lowest_kcal_mol": 16.6,
  "total_energy_ha": -1344.52399,
  "charge": 0,
  "smiles": "S=C(NS)NS",
  "fmax_ev_per_a": 3.37,
  "homo_energy_ev": -8.5
}

[11]
{
  "formula": "CH4N3",
  "method": "the ωB97M-V functional and the def2-TZVPD basis",
  "species": ["C", "N", "N", "N", "H", "H", "H", "H"],
  "coordinates": [[1.15, -0.04, -0.10], [0.89, -0.27, 1.13], [0.06, -0.26, -0.78], [-1.01, 0.17, -0.43], [2.09, 0.20, -0.44], [-0.20, -0.42, 1.22], [-1.40, 0.76, 0.46], [-1.57, -0.13, -1.06]],
  "de_lowest_kcal_mol": 118.8,
  "total_energy_ha": -204.31639,
  "charge": 1,
  "smiles": "[H]/N=C\\N=[NH2+]",
  "fmax_ev_per_a": 8.15,
  "homo_energy_ev": -16.6
}

[12]
{
  "formula": "CH4N3O2S",
  "method": "the ωB97M-V functional and the def2-TZVPD basis",
  "species": ["C", "N", "N", "N", "O", "O", "S", "H", "H", "H", "H"],
  "coordinates": [[-0.67, -0.34, 0.02], [-0.85, 0.99, -0.06], [2.45, 0.42, 0.03], [-1.58, -1.26, -0.21], [2.11, 1.45, 0.38], [3.35, -0.11, -0.45], [1.08, -1.04, 0.31], [-1.74, 1.53, -0.20], [-0.24, 1.71, 0.41], [-2.60, -1.15, -0.14], [-1.31, -2.20, -0.09]],
  "de_lowest_kcal_mol": 9.1,
  "total_energy_ha": -753.04872,
  "charge": 1,
  "fmax_ev_per_a": 3.94,
  "homo_energy_ev": -14.9
}

[13]
{
  "formula": "CH4N4",
  "method": "the ωB97M-V functional and the def2-TZVPD basis",
  "species": ["C", "N", "N", "N", "N", "H", "H", "H", "H"],
  "coordinates": [[-0.18, 0.87, -0.34], [1.23, 0.83, 0.06], [1.72, -0.25, 0.08], [-0.85, -0.37, -0.02], [0.15, -1.34, -0.22], [-0.76, 1.54, 0.37], [-0.24, 1.10, -1.39], [-1.13, -0.31, 0.93], [0.05, -2.05, 0.52]],
  "de_lowest_kcal_mol": 102.3,
  "total_energy_ha": -259.39684,
  "charge": 0,
  "fmax_ev_per_a": 4.28,
  "homo_energy_ev": [-8.5, -8.5]
}

[14]
{
  "formula": "CH4N4OS",
  "method": "the ωB97M-V functional and the def2-TZVPD basis",
  "species": ["C", "N", "N", "N", "N", "O", "S", "H", "H", "H", "H"],
  "coordinates": [[0.08, -1.43, -0.97], [-0.72, 0.43, 1.88], [-0.80, -0.50, 1.04], [0.11, 1.40, 1.41], [-0.07, -0.33, -0.05], [0.17, 2.09, -1.23], [0.76, 1.16, -0.30], [-0.94, -1.75, -1.36], [0.66, -1.03, -1.88], [0.55, -2.32, -0.55], [0.20, 2.27, 2.02]],
  "de_lowest_kcal_mol": 7.3,
  "total_energy_ha": -732.84478,
  "charge": 0,
  "fmax_ev_per_a": 2.69,
  "homo_energy_ev": -9.1
}

[15]
{
  "formula": "CH4N4S",
  "method": "the ωB97M-V functional and the def2-TZVPD basis",
  "species": ["C", "N", "N", "N", "N", "S", "H", "H", "H", "H"],
  "coordinates": [[-0.79, 0.46, 0.94], [-0.28, -1.47, -0.66], [0.46, -0.62, -0.96], [-1.54, 0.94, 1.86], [1.46, -0.72, -1.85], [0.59, 1.07, 0.25], [-2.20, 0.31, 2.29], [-1.35, 1.68, 2.40], [1.34, -1.53, -2.43], [2.30, -0.11, -1.84]],
  "de_lowest_kcal_mol": 86.0,
  "total_energy_ha": -657.53865,
  "charge": 0,
  "fmax_ev_per_a": 4.26,
  "homo_energy_ev": -7.8
}

[16]
{
  "formula": "CH4N5",
  "method": "the ωB97M-V functional and the def2-TZVPD basis",
  "species": ["C", "N", "N", "N", "N", "N", "H", "H", "H", "H"],
  "coordinates": [[-0.20, -1.73, 0.75], [0.25, 0.68, -0.49], [0.49, 1.58, -1.12], [-1.50, 0.07, 1.64], [0.58, 2.58, -1.70], [-0.99, -0.83, 1.31], [0.72, -1.91, 1.41], [-0.81, -2.60, 0.56], [0.29, -0.97, -0.09], [1.17, 3.13, -2.27]],
  "de_lowest_kcal_mol": 71.5,
  "total_energy_ha": -313.86119,
  "charge": 1,
  "fmax_ev_per_a": 4.75,
  "homo_energy_ev": -14.6
}

[17]
{
  "formula": "CH4NO",
  "method": "the ωB97M-V functional and the def2-TZVPD basis",
  "species": ["C", "N", "O", "H", "H", "H", "H"],
  "coordinates": [[2.49, 0.98, -0.15], [-1.66, -0.50, 0.17], [-0.71, -0.39, -0.60], [2.14, 0.45, -1.04], [1.97, 0.75, 0.79], [-1.96, -1.54, 0.49], [-2.28, 0.25, 0.34]],
  "de_lowest_kcal_mol": 206.6,
  "total_energy_ha": -169.87570,
  "charge": 1,
  "fmax_ev_per_a": 6.08,
  "homo_energy_ev": [-13.7, -13.0]
}

[18]
{
  "formula": "CH4NO2",
  "method": "the ωB97M-V functional and the def2-TZVPD basis",
  "species": ["C", "N", "O", "O", "H", "H", "H", "H"],
  "coordinates": [[0.89, -0.54, -0.62], [0.83, 0.58, -1.04], [-1.10, -0.03, 0.80], [0.49, 1.54, -1.41], [-0.02, -0.64, 0.22], [1.67, -1.19, -0.48], [-1.70, -0.60, 1.33], [-1.06, 0.88, 1.20]],
  "de_lowest_kcal_mol": 118.6,
  "total_energy_ha": -245.29264,
  "charge": 1,
  "fmax_ev_per_a": 8.13,
  "homo_energy_ev": -16.9
}

[19]
{
  "formula": "CH4NO2P",
  "method": "the ωB97M-V functional and the def2-TZVPD basis",
  "species": ["C", "N", "O", "O", "P", "H", "H", "H", "H"],
  "coordinates": [[1.07, 0.77, 0.38], [-1.80, 0.50, -0.15], [-1.08, -0.76, 0.82], [-2.94, 0.34, -0.21], [0.26, -0.73, 0.00], [0.95, 1.42, -0.57], [2.12, 0.76, 0.60], [0.21, -0.85, -1.39], [1.20, -1.46, 0.52]],
  "de_lowest_kcal_mol": 165.0,
  "total_energy_ha": -586.86194,
  "charge": 0,
  "fmax_ev_per_a": 5.12,
  "homo_energy_ev": -7.2
}

[20]
{
  "formula": "CH4NO2P",
  "method": "the ωB97M-V functional and the def2-TZVPD basis",
  "species": ["C", "N", "O", "O", "P", "H", "H", "H", "H"],
  "coordinates": [[-1.91, -0.60, -0.04], [1.48, 1.17, -0.03], [1.25, -1.30, 0.64], [-1.38, -0.35, -1.06], [1.37, -0.46, -0.56], [-1.30, -0.61, 0.83], [-2.93, -1.04, 0.01], [1.69, 1.37, 0.93], [1.72, 1.83, -0.71]],
  "de_lowest_kcal_mol": 20.8,
  "total_energy_ha": -587.09183,
  "charge": 0,
  "smiles": "NP=O.C=O",
  "fmax_ev_per_a": 2.72,
  "homo_energy_ev": -9.7
}